{
  "formula": "C4H8Cl2OSi",
  "method": "ωB97M-V with the def2-TZVPD basis set",
  "elements": ["C", "C", "C", "C", "O", "Si", "Cl", "Cl", "H", "H", "H", "H", "H", "H", "H", "H"],
  "positions_angstrom": [[1.418, 1.032, -0.022], [-1.364, -0.358, -1.392], [-1.337, -0.295, 1.734], [2.248, -0.208, -0.496], [1.962, 2.100, 0.058], [-0.988, 0.725, 0.163], [1.540, -1.597, 0.254], [4.004, -0.130, -0.068], [-2.356, -0.668, -1.493], [-1.012, 0.282, -2.338], [-0.948, -1.345, -1.249], [-2.331, -0.452, 1.955], [-0.859, -1.329, 1.632], [-0.807, 0.287, 2.614], [1.996, -0.157, -1.641], [-1.166, 2.112, 0.289]],
  "lowdin_charge": [-0.45, -0.24, -0.26, -1.11, -0.02, 0.75, 0.61, 0.55, -0.02, 0.08, 0.00, -0.03, 0.02, 0.07, 0.12, -0.06],
  "e_tot_ha": -1442.25097,
  "charge": 0,
  "e_above_lowest_ev": 4.788,
  "gap_ev": 8.986,
  "fmax_ev_per_a": 4.3
}